1.
{"formula": "C10H8Cl4CuF18MgNaO18S6", "method": "wB97M-V/def2-TZVPD", "symbols": ["Na", "Cu", "Mg", "C", "F", "F", "F", "S", "O", "O", "O", "C", "F", "F", "F", "S", "O", "O", "O", "C", "F", "F", "F", "S", "O", "O", "O", "C", "F", "F", "F", "S", "O", "O", "O", "C", "F", "F", "F", "S", "O", "O", "O", "C", "F", "F", "F", "S", "O", "O", "O", "Cl", "C", "C", "Cl", "H", "H", "H", "H", "Cl", "C", "C", "Cl", "H", "H", "H", "H"], "coordinates": [[0.78885, 3.17847, -0.21725], [0.42009, -1.67289, -2.79649], [-3.34484, 0.81220, -1.13600], [-0.46753, -1.31414, 1.65951], [-0.99893, -0.70280, 2.71567], [0.75100, -1.72507, 1.92613], [-1.32763, -2.32714, 1.40921], [-0.47043, -0.12716, 0.18887], [0.36078, 0.99415, 0.59312], [0.11597, -0.93998, -0.86330], [-1.84544, 0.23826, -0.04677], [-3.79301, -3.40109, -2.03884], [-3.35484, -4.53602, -2.54236], [-5.10339, -3.35540, -2.26023], [-3.50027, -3.33176, -0.74525], [-3.04931, -1.93852, -2.95778], [-3.34918, -0.78685, -2.07906], [-1.59852, -2.21576, -3.04128], [-3.70194, -1.80600, -4.25804], [-3.72410, 4.87117, -0.98386], [-3.36886, 6.11784, -0.71485], [-5.06685, 4.82237, -0.91153], [-3.32640, 4.51278, -2.18583], [-2.95516, 3.73503, 0.35368], [-3.66403, 3.99554, 1.60102], [-3.27228, 2.37820, -0.15666], [-1.52283, 3.96385, 0.35140], [0.34184, -5.30483, 0.06314], [-0.86736, -5.18972, -0.50184], [0.33344, -4.83365, 1.29566], [0.56402, -6.63373, 0.09554], [1.69993, -4.45802, -0.98500], [0.96869, -3.40524, -1.73115], [2.63203, -3.85409, -0.06321], [2.23841, -5.48295, -1.87965], [-1.30193, 2.50005, -4.73819], [-1.21844, 3.81284, -4.55378], [-2.57704, 2.27852, -5.06605], [-0.51665, 2.01209, -5.67573], [-0.91683, 1.59288, -3.11435], [0.10067, 2.33761, -2.39578], [-2.16162, 1.59879, -2.35196], [-0.45806, 0.24677, -3.44325], [3.61416, 1.61058, -2.00551], [3.48454, 2.28077, -3.14703], [4.72377, 1.96991, -1.40095], [2.57295, 2.03448, -1.21271], [3.57719, -0.30672, -2.27718], [2.19992, -0.57389, -2.73151], [4.56982, -0.54274, -3.31981], [3.79835, -0.91744, -0.99248], [1.47803, -0.84141, 4.54026], [0.31552, -0.19267, 5.75637], [-0.10069, -1.19413, 6.76222], [-1.16514, -2.38418, 5.95510], [-0.49137, 0.31882, 5.23578], [0.93983, 0.59623, 6.18026], [-0.65944, -0.65636, 7.52744], [0.75032, -1.74318, 7.15601], [4.79852, -0.17659, 2.85772], [4.70387, 1.57663, 2.90894], [3.23966, 1.94400, 2.65976], [3.18939, 3.54005, 1.96034], [5.43119, 2.01654, 2.22930], [5.04289, 1.87050, 3.90261], [2.75472, 1.87992, 3.63333], [2.74001, 1.23431, 2.00410]], "orbital_gap_ev": [8.37, 6.43], "spin_multiplicity": 2, "de_lowest_kcal_mol": 35.7, "total_charge": -1, "s_squared": 0.75}

2.
{"formula": "C3H3AgLiO2", "method": "wB97M-V/def2-TZVPD", "symbols": ["C", "C", "H", "H", "H", "O", "C", "O", "Li", "Ag"], "coordinates": [[-1.24936, -0.10605, -0.15413], [-1.28528, 1.20545, -0.45050], [-2.19589, 1.63697, -0.86738], [-2.13153, -0.71628, -0.40477], [-0.43939, 1.86235, -0.23339], [3.90582, 0.39685, -0.43160], [3.23286, -0.50406, -0.29605], [-0.27673, -0.75756, 0.53306], [1.13956, -1.67648, -0.19808], [-0.70006, -1.34120, 2.50283]], "orbital_gap_ev": [4.46, 7.21], "spin_multiplicity": 2, "de_lowest_kcal_mol": 0.0, "s_squared": 0.75}

3.
{"formula": "C5H8S", "method": "wB97M-V/def2-TZVPD", "symbols": ["C", "C", "S", "C", "C", "C", "H", "H", "H", "H", "H", "H", "H", "H"], "coordinates": [[-1.03529, 1.64801, -0.51630], [-0.46252, 0.29202, -0.75102], [-0.74203, -0.45311, -2.35262], [0.24950, -0.45357, 0.17944], [1.15439, -1.16616, 1.67811], [0.89537, -1.77001, 0.31201], [-0.86311, 1.95432, 0.51255], [-2.10908, 1.63858, -0.70772], [-0.57378, 2.37908, -1.18298], [-1.02987, 0.69672, -2.96146], [2.05556, -0.61099, 1.84977], [0.46849, -1.32587, 2.48544], [1.77613, -1.96052, -0.29901], [0.23172, -2.63540, 0.30164]], "orbital_gap_ev": 9.08, "spin_multiplicity": 1, "de_lowest_kcal_mol": 71.1, "smiles": "CC(S)=C1CC1"}